Computed, not measured: an isolated molecule of C4H6N2O, with the ωB97M-V functional and the def2-TZVPD basis.

Values from the calculation:
Relative energy (zero: lowest compared OMol25 entry of this formula, charge and spin), kcal/mol: 167.9
LUMO level, Eh: 0.0317
Highest occupied orbital energy, hartree: -0.305
Structure (SMILES): C1=NO[C@@H]2C[C@H]2N1
Largest force on an atom, eV/A: 5.45
Gap between HOMO and LUMO, eV: 9.156

Element x y z (Å)
C: 1.4592 0.5929 0.1780
N: 1.5913 -0.7565 -0.0052
O: 0.3517 -1.4145 -0.2300
C: -0.7229 -0.6087 0.3279
C: -2.1290 0.0496 0.0905
C: -0.7085 0.5801 -0.4329
N: 0.3913 1.3617 0.0340
H: 2.4210 1.1672 0.3494
H: -0.8582 -0.4172 1.5476
H: -2.4754 0.0738 1.1324
H: -3.0537 0.0699 -0.6980
H: -0.6905 0.2163 -1.5073
H: 0.5721 2.2855 -0.1667

---

Computed, not measured: an isolated molecule of C11H22N2O3, with the ωB97M-V functional and the def2-TZVPD basis.

Values from the calculation:
Relative energy (zero: lowest compared OMol25 entry of this formula, charge and spin), kcal/mol: 90.9
LUMO level, Eh: 0.0174
Highest occupied orbital energy, hartree: -0.344
Structure (SMILES): CC(C)C[C@H](NC(=O)[C@@H](N)C(C)C)C(=O)O
Largest force on an atom, eV/A: 7.30
Gap between HOMO and LUMO, eV: 9.823

Element x y z (Å)
C: 1.8308 -1.4754 -1.0504
C: 2.7947 -1.2788 0.1519
C: 4.1244 -0.8909 -0.4424
C: 2.1887 -0.4772 1.3208
C: 1.2956 0.8662 1.0465
N: 0.1862 0.5340 0.2776
C: -0.8438 -0.2382 0.7130
O: -0.8217 -0.9491 1.6747
C: -1.9273 -0.2383 -0.3312
N: -2.4708 -1.4960 -0.6061
C: -2.9841 0.7529 -0.0283
C: -3.9386 0.3833 1.1753
C: -3.7098 1.0663 -1.3537
C: 1.9628 2.0043 0.2928
O: 1.5253 3.0613 0.1716
O: 3.0101 1.6195 -0.5748
H: 2.3646 -2.1322 -1.7097
H: 0.8401 -1.9134 -0.6963
H: 1.7070 -0.4206 -1.4709
H: 2.8692 -2.2684 0.6497
H: 4.7821 -0.4435 0.3954
H: 4.2773 -0.0523 -1.1164
H: 4.7089 -1.7576 -0.8450
H: 2.9214 -0.1369 2.1050
H: 1.4954 -1.1699 1.8934
H: 1.0938 1.2816 2.1383
H: 0.0030 1.4528 -0.2364
H: -1.4318 0.0821 -1.2301
H: -2.3159 -2.0483 0.2343
H: -2.0377 -1.9698 -1.3523
H: -2.3498 1.6272 0.2399
H: -3.2517 0.2585 2.0585
H: -4.5695 -0.6016 1.0154
H: -4.6649 1.1448 1.4276
H: -3.9196 0.0824 -1.8074
H: -4.6844 1.6155 -1.2070
H: -3.0405 1.4691 -2.1708
H: 2.9804 2.6566 -0.7524

---

Computed, not measured: an isolated molecule of C6H5Cl, with the ωB97M-V functional and the def2-TZVPD basis.

Values from the calculation:
Relative energy (zero: lowest compared OMol25 entry of this formula, charge and spin), kcal/mol: 32.8
LUMO level, Eh: 0.0003
Highest occupied orbital energy, hartree: -0.324
Structure (SMILES): C#C/C(C=C)=C\Cl
Largest force on an atom, eV/A: 4.91
Gap between HOMO and LUMO, eV: 8.839

Element x y z (Å)
C: -1.2541 -0.9848 -1.9263
C: -0.3770 -0.3201 -1.3397
C: 0.5794 0.2144 -0.3131
C: -0.0117 0.6764 1.0035
C: -1.3008 0.3219 1.5237
C: 1.9442 0.1077 -0.3162
Cl: 2.9813 -0.4396 -1.6845
H: -1.7723 -1.9112 -2.3540
H: 0.5714 1.3241 1.6073
H: -1.9424 -0.5140 0.9520
H: -1.7817 0.9839 2.2997
H: 2.3638 0.5414 0.5477

---

Computed, not measured: a cluster of 9 separate species, H18O9 in total, with the ωB97M-V functional and the def2-TZVPD basis.

Values from the calculation:
Relative energy (zero: lowest compared OMol25 entry of this formula, charge and spin), kcal/mol: 15.0
Expectation value of S²: 0.75
Charge: -1
LUMO level (alpha / beta), Eh: 0.1067 / 0.1071
Spin multiplicity: 2
Highest occupied orbital energy (alpha / beta), hartree: 0.008 / -0.257
Largest force on an atom, eV/A: 1.20
Gap between HOMO and LUMO (alpha / beta), eV: 2.679 / 9.895

Element x y z (Å)
O: 1.5027 0.1369 -2.2981
H: 1.9981 0.7323 -2.8606
H: 2.1551 -0.2257 -1.6989
O: -1.7010 1.7771 3.3639
H: -1.5220 1.7480 2.4240
H: -1.8206 2.7070 3.5568
O: 1.3800 -2.9066 -0.3317
H: 1.0162 -3.6773 -0.7675
H: 0.7319 -2.2182 -0.4810
O: 0.3441 2.4255 1.2317
H: 0.4415 2.7249 2.1356
H: 0.9779 2.9449 0.7371
O: 1.9206 -0.0631 1.8596
H: 1.1178 -0.5334 2.0847
H: 1.6301 0.6474 1.2877
O: -0.1740 -0.6624 -0.0382
H: 0.1313 -0.1116 -0.7591
H: -0.4637 -0.0426 0.6313
O: -0.2642 -1.8791 -3.5665
H: 0.4033 -1.3325 -3.1518
H: -0.2154 -1.6541 -4.4956
O: -0.1939 -1.3352 2.8178
H: -1.0225 -0.8715 2.9388
H: -0.3908 -2.0141 2.1724
O: -2.7739 1.5394 -2.0576
H: -3.3273 0.9182 -2.5311
H: -1.8814 1.2259 -2.2041

---

Computed, not measured: a cluster of 2 separate species, C3H8N3O in total, with the ωB97M-V functional and the def2-TZVPD basis.

Values from the calculation:
Relative energy (zero: lowest compared OMol25 entry of this formula, charge and spin), kcal/mol: 58.1
Expectation value of S²: 2.01
Charge: +1
LUMO level (alpha / beta), Eh: -0.1112 / -0.2755
Spin multiplicity: 3
Highest occupied orbital energy (alpha / beta), hartree: -0.382 / -0.564
Largest force on an atom, eV/A: 7.69
Gap between HOMO and LUMO (alpha / beta), eV: 7.382 / 7.844

Element x y z (Å)
C: -1.9146 0.2690 -0.2314
C: 1.7247 -0.8306 0.1800
C: -3.2743 0.2265 -0.7068
N: -0.8131 0.4487 0.0543
N: 1.6405 0.4034 0.6542
N: 2.8444 -1.3504 -0.4800
O: 2.6103 1.3067 0.4963
H: 0.8984 -1.5291 0.0803
H: -3.5325 0.7877 -1.6366
H: -4.1033 0.5466 0.0246
H: -3.3821 -0.8695 -0.9185
H: 0.6704 0.6164 0.4215
H: 3.0057 -2.3713 -0.2622
H: 2.3516 2.1426 0.8532
H: 3.6689 -0.7747 -0.6801